Entry 1:
35
Properties=species:S:1:pos:R:3:mulliken_charge:R:1 method="wB97M-V/def2-TZVPD" charge=+2 gap_ev="4.3 / 4.3" energy_ev=-64964.0900 multiplicity=1
H 1.80 2.87 -0.48 0.126
O 0.43 0.42 -0.88 -0.750
O -0.11 3.44 0.90 -0.607
C -2.81 -2.96 -1.49 -0.468
H 3.38 2.91 -1.14 0.224
Cl -1.31 3.23 1.78 1.677
C -1.41 -1.40 0.37 1.241
O -2.14 2.27 1.04 -0.543
O -0.71 -0.81 1.21 -0.885
O -3.11 -3.69 -3.63 -0.560
H 5.70 3.08 -0.14 0.379
N -2.78 -2.62 2.22 1.021
C -1.95 -1.96 -1.97 -0.284
Pt 0.01 1.20 1.15 1.620
N 2.75 2.57 -0.43 -0.220
N -3.49 -3.83 -2.49 1.040
C -3.07 -3.17 -0.14 -0.177
O -0.73 2.44 2.90 -0.556
H -3.78 -3.91 0.19 0.680
C 5.51 2.01 -0.23 -1.031
C -1.28 -1.19 -1.08 -0.105
O -3.79 -3.27 2.39 -0.530
S 2.18 1.31 1.92 -0.225
H 4.75 1.02 1.51 0.270
H 5.22 1.77 -1.25 0.368
O -4.20 -4.69 -2.04 -0.547
H 6.43 1.48 0.00 0.346
N -0.40 -0.15 -1.64 1.044
O -0.45 0.09 -2.80 -0.417
C -2.41 -2.39 0.77 -0.482
O -1.95 4.41 2.16 -0.403
N 4.47 1.57 0.71 -0.174
O -2.12 -2.08 3.07 -0.564
C 3.20 1.85 0.59 0.831
H -1.82 -1.82 -3.04 0.664

=====

Entry 2:
20
Properties=species:S:1:pos:R:3:mulliken_charge:R:1 method="wB97M-V/def2-TZVPD" de_lowest_kj_mol=54.9 gap_ev="6.8 / 7.4" energy_ev=-26526.3154 multiplicity=3
O 2.63 -1.59 -0.52 -0.359
C -1.40 0.12 -0.34 -0.195
H -3.83 2.04 1.01 0.316
H -0.08 1.33 2.58 0.338
C 0.84 -0.45 0.54 0.065
H -2.17 2.43 2.72 0.290
C -2.63 0.68 -0.22 -0.653
C -1.90 1.81 1.80 -0.458
H 2.66 -2.38 -2.47 0.278
O 0.86 -0.85 -1.69 -0.685
H -1.13 -0.51 -1.21 0.403
C -2.83 1.63 0.84 -0.342
H -3.33 0.59 -1.09 0.310
C -0.40 0.28 0.63 0.669
Cl 1.79 -0.66 1.97 -0.156
N 1.33 -1.02 -0.56 0.715
C 3.19 -1.75 -1.84 -0.541
H 4.25 -1.96 -1.69 0.234
C -0.69 1.07 1.77 -0.514
H 2.85 -0.79 -2.20 0.283

=====

Entry 3:
21
Properties=species:S:1:pos:R:3:mulliken_charge:R:1 method="wB97M-V/def2-TZVPD" de_lowest_kj_mol=168.3 gap_ev="8.7 / 7.4" energy_ev=-28571.9652 multiplicity=3
C 3.17 0.78 -0.19 -0.566
H 0.73 -1.02 1.41 0.437
O -2.46 -0.22 -0.87 -0.248
H -2.54 -2.10 -0.12 0.296
H -3.96 -1.22 0.13 0.341
C 2.54 -0.25 0.52 -0.512
C -2.33 0.51 0.26 0.335
O -1.59 -1.14 1.62 -0.651
Cl -2.55 2.19 0.04 -0.086
H -3.61 -1.68 -1.60 0.299
C 2.41 1.93 -0.48 -0.497
H 4.09 0.59 -0.64 0.415
C 0.98 1.98 -0.18 -0.696
H 3.00 -1.12 0.75 0.431
C -3.23 -1.37 -0.70 -0.745
C 0.60 0.92 0.52 0.322
N -2.04 0.00 1.53 1.045
H 0.36 2.74 -0.39 0.453
C 1.19 -0.25 0.81 -0.243
H 2.83 2.73 -0.93 0.476
O -2.20 0.82 2.46 -0.604

=====

Entry 4:
21
Properties=species:S:1:pos:R:3:mulliken_charge:R:1 method="wB97M-V/def2-TZVPD" de_lowest_kj_mol=254.6 charge=+1 gap_ev="2.3 / 2.3" energy_ev=-26119.6353 multiplicity=1
C -2.59 1.46 -2.97 -0.683
N 1.85 -0.49 1.20 0.322
H 5.04 0.04 0.81 0.417
C 3.01 -0.16 0.50 -0.281
H -0.53 0.63 -2.86 0.402
H -4.56 1.74 -2.13 0.488
C 4.09 -0.22 1.22 -0.315
C -1.51 0.79 -2.37 0.219
C -3.13 0.33 -1.01 -0.063
H 1.57 -1.03 3.34 0.266
C -3.63 1.35 -2.07 -0.140
H 4.38 -0.85 3.35 0.325
H 2.89 0.25 -0.48 0.319
C 3.68 -0.63 2.48 -0.526
C 2.31 -0.86 2.46 -0.182
F 0.65 -1.25 -0.88 -0.283
H -3.81 -0.32 -0.36 0.366
P 0.30 -0.66 0.58 0.237
F 0.14 0.84 0.13 -0.265
H -2.44 2.16 -3.73 0.449
N -1.92 0.06 -1.27 -0.070

=====

Entry 5:
20
Properties=species:S:1:pos:R:3:mulliken_charge:R:1 method="wB97M-V/def2-TZVPD" de_lowest_kj_mol=32.2 gap_ev="4.8 / 5.0" energy_ev=-17948.0186 multiplicity=3
H -1.14 1.10 0.97 0.520
H -1.84 0.52 -1.55 0.378
H -0.40 0.64 -2.79 0.340
O -0.88 -2.25 2.06 -0.535
C -1.35 -1.73 -0.49 0.693
C 2.19 0.80 0.71 -0.199
F -2.45 -0.97 0.01 -0.334
F -1.81 -2.90 -0.89 -0.262
C 1.16 1.68 0.90 -0.735
O 1.75 -0.45 0.75 -0.328
H -1.75 -1.90 2.16 0.392
H 3.25 0.83 0.57 0.489
H -0.05 -1.86 -2.21 0.244
C -0.07 0.88 0.97 -0.213
C -0.73 -1.09 -1.64 -0.323
C 0.39 -0.40 0.91 0.268
C -1.03 0.13 -2.09 -0.976
H 0.42 -2.60 0.76 0.335
C -0.31 -1.73 0.89 -0.170
H 1.31 2.71 0.75 0.415

=====

Entry 6:
22
Properties=species:S:1:pos:R:3:mulliken_charge:R:1 method="wB97M-V/def2-TZVPD" de_lowest_kj_mol=360.3 gap_ev=8.7 energy_ev=-22157.4992 multiplicity=1
C 1.44 1.27 -0.81 -0.220
O 1.46 -2.72 -0.67 -0.633
N 1.23 -1.54 -0.77 1.168
O 1.41 -0.90 -1.82 -0.537
H 1.34 1.06 1.36 0.288
C 0.41 2.10 -1.06 -0.441
C -1.02 1.73 -0.65 -0.543
F -3.30 0.87 0.63 -0.262
H 0.46 2.83 -1.86 0.411
H -1.68 2.49 -0.47 0.565
C 1.01 -0.78 0.44 -0.018
H 0.64 -0.92 2.60 0.335
H 2.51 1.64 -1.08 0.291
C -1.33 0.44 -0.53 -0.178
H -0.65 -0.27 -0.93 0.354
H 2.00 -1.99 2.08 0.314
C 0.95 -1.57 1.71 -1.557
C -2.69 -0.03 -0.06 0.863
F -3.44 -0.63 -0.96 -0.262
C 1.36 0.51 0.39 -0.034
H 0.44 -2.50 1.62 0.404
F -2.54 -1.08 0.83 -0.305

=====

Entry 7:
20
Properties=species:S:1:pos:R:3:mulliken_charge:R:1 method="wB97M-V/def2-TZVPD" de_lowest_kj_mol=135.6 gap_ev="7.3 / 8.1" energy_ev=-25861.0046 multiplicity=1
H 0.84 -1.19 -0.93 0.537
H -1.06 2.49 0.78 0.494
H 3.42 -0.03 0.96 0.499
H 2.78 -1.54 1.64 0.249
C 0.26 -0.86 -0.18 -0.835
H 2.98 -1.27 -0.17 0.285
C -0.71 0.57 -1.84 -1.152
C 1.37 -0.12 0.66 0.617
F -2.69 -1.51 -0.82 -0.257
C -0.51 0.97 -2.95 0.128
H -0.37 1.54 -3.81 0.533
H -1.15 1.48 2.19 0.331
C -2.23 -0.50 -0.09 0.784
C -0.89 -0.05 -0.64 0.302
P 1.12 1.32 1.44 -0.261
F -3.13 0.47 0.10 -0.263
H -0.13 -1.78 0.37 0.325
C 2.73 -0.76 0.85 -1.336
C -0.55 1.76 1.33 -0.718
F -2.08 -0.97 1.12 -0.262

=====

Entry 8:
20
Properties=species:S:1:pos:R:3:mulliken_charge:R:1 method="wB97M-V/def2-TZVPD" de_lowest_kj_mol=0.0 smiles="[H]/N=N/N(C(=C)I)c1ccccc1" gap_ev=8.5 energy_ev=-20992.4998 multiplicity=1
C 2.03 -0.88 -1.87 -0.501
N 1.85 -2.37 1.21 -0.717
H 1.09 -1.49 -2.26 0.210
C -2.40 0.91 1.12 -0.513
C -0.26 0.22 0.27 0.781
H 2.82 -0.71 -2.52 0.356
C -1.35 0.03 1.08 -0.332
N 0.87 -1.56 1.38 -0.194
H -1.13 2.96 -1.18 0.349
C -0.08 1.38 -0.43 -0.327
N 0.78 -0.64 0.44 0.413
H -3.21 0.64 1.65 0.490
H 1.81 -2.86 2.13 0.265
H -1.28 -0.85 1.81 0.281
C -2.31 2.08 0.29 -0.568
H 0.69 1.57 -1.15 0.426
I 3.71 0.38 0.35 0.166
H -3.18 2.82 0.32 0.293
C -1.12 2.23 -0.43 -0.534
C 2.08 -0.51 -0.60 -0.343

=====

Entry 9:
21
Properties=species:S:1:pos:R:3:mulliken_charge:R:1 method="wB97M-V/def2-TZVPD" de_lowest_kj_mol=244.7 charge=+1 gap_ev="6.1 / 5.9" energy_ev=-16977.7913 multiplicity=1
N -2.98 0.80 0.15 0.257
C -2.35 1.56 -0.72 0.199
H 0.75 1.90 1.03 0.216
H -2.92 0.66 -2.43 0.282
H 2.53 -2.73 0.43 0.322
O -2.97 -0.06 0.96 -0.228
C 1.20 0.86 1.03 -0.449
N -2.59 1.55 -2.00 -0.271
C 2.24 0.44 1.74 -0.333
H -2.44 2.43 -2.54 0.279
C 2.07 -1.76 0.70 -0.640
N -0.52 0.22 -0.67 -0.375
C 0.52 -0.02 0.14 0.586
C 1.01 -1.34 -0.10 0.657
C 0.08 -1.88 -0.92 -0.357
H -0.06 -2.91 -1.40 0.396
H 3.57 -1.25 2.20 0.317
C 2.76 -0.86 1.50 -0.500
O -0.79 -0.96 -1.28 -0.161
H -1.72 2.27 -0.34 0.379
H 2.61 1.08 2.51 0.424

=====

Entry 10:
22
Properties=species:S:1:pos:R:3:mulliken_charge:R:1 method="wB97M-V/def2-TZVPD" de_lowest_kj_mol=675.0 charge=-1 gap_ev=6.8 energy_ev=-19033.6560 multiplicity=1
H 3.74 -0.38 1.17 0.470
C 0.75 -0.90 0.49 0.296
H -0.59 2.11 -1.42 0.325
H 0.78 1.65 -0.42 0.143
H 3.26 -1.29 -1.60 0.408
C -1.59 -0.23 -1.14 0.556
N -2.18 1.15 0.80 0.175
H -0.23 -1.33 2.13 0.387
C -0.50 -1.20 1.14 -0.404
C 2.65 -1.05 -0.75 -0.488
C 2.92 -0.56 0.51 -0.594
C -0.39 1.94 -0.45 -1.226
O -3.32 0.65 1.20 -0.666
O -1.65 0.18 -2.29 -0.708
N -1.66 -1.60 0.65 -0.265
C 1.25 -1.27 -0.78 0.083
C -1.22 0.74 -0.02 0.537
N -2.00 -1.33 -0.58 -0.664
H -0.42 2.85 0.29 0.361
O 1.83 -0.47 1.24 -0.400
H -2.04 2.04 1.39 0.223
H 0.63 -1.71 -1.58 0.451

=====

Entry 11:
23
Properties=species:S:1:pos:R:3:mulliken_charge:R:1 method="wB97M-V/def2-TZVPD" de_lowest_kj_mol=265.4 gap_ev=8.6 energy_ev=-20526.4050 multiplicity=1
C -1.42 -0.51 -0.70 0.229
H 2.24 2.19 0.59 0.386
C -2.28 2.00 -0.08 -1.415
N 0.86 0.36 -0.01 -0.420
C 2.15 -0.11 -0.11 0.574
C 0.07 -0.63 -0.42 -0.220
H 2.82 -2.15 -0.82 0.398
C 2.10 -1.44 -0.46 -0.298
H -1.82 -0.70 -1.67 0.586
O 3.18 1.95 0.45 -0.532
C -1.88 0.63 0.20 0.482
H -2.66 1.95 -1.05 0.368
N -1.94 0.06 1.38 0.412
N 0.86 -1.72 -0.69 0.002
O 4.46 0.24 -0.10 -0.575
O -1.51 -2.93 -0.08 -0.645
C 3.35 0.69 0.05 0.154
C -1.57 -1.78 0.29 0.292
H 0.63 -2.62 -1.12 0.262
H -2.89 2.31 0.75 0.399
H -1.35 2.75 -0.22 0.227
N -1.56 -1.20 1.52 -0.976
H -1.85 0.65 2.30 0.309

=====

Entry 12:
17
Properties=species:S:1:pos:R:3:mulliken_charge:R:1 method="wB97M-V/def2-TZVPD" de_lowest_kj_mol=799.0 gap_ev="8.6 / 8.6" energy_ev=-10463.8422 multiplicity=1
C 0.96 1.45 -0.66 -0.324
H 3.36 -0.72 -0.05 0.349
H 1.41 -2.88 0.61 0.366
O 0.87 0.22 1.63 -0.450
C 2.27 -0.79 0.08 -0.894
H 0.26 3.28 -1.35 0.238
H -1.74 0.50 -0.01 0.228
C 0.26 2.61 -0.47 -0.780
H -0.28 2.83 0.44 0.339
C -2.91 -1.40 0.05 -0.466
H -3.02 -2.51 0.26 0.270
H -3.83 -0.99 -0.55 0.185
C 1.47 -1.78 0.53 -0.375
C 0.36 -0.81 0.80 0.327
H 1.29 1.21 -1.64 0.308
C -1.93 -0.54 0.13 -0.045
C 1.17 0.32 0.22 0.723

=====

Entry 13:
19
Properties=species:S:1:pos:R:3:mulliken_charge:R:1 method="wB97M-V/def2-TZVPD" de_lowest_kj_mol=210.8 smiles="O=C([O-])[PH2]=Cc1ccccc1" charge=-1 gap_ev=6.7 energy_ev=-21808.6845 multiplicity=1
C 0.48 0.38 0.30 1.254
H 3.48 1.90 -0.58 0.305
H 0.90 2.35 -0.14 0.147
C 1.42 1.34 -0.05 -0.349
C 0.87 -0.96 0.33 -0.648
H -2.34 -1.10 1.30 0.010
O -4.74 -1.16 -0.73 -0.520
C 2.22 -1.20 0.03 -0.311
H -2.00 -1.36 -0.59 0.014
H 0.14 -1.59 0.84 0.281
O -4.61 1.07 -0.09 -0.486
C 3.19 -0.17 -0.23 -0.381
H -1.06 1.74 -0.12 0.074
H 2.63 -2.26 0.17 0.188
C 2.76 1.11 -0.30 -0.429
C -0.93 0.82 0.47 -1.046
H 4.24 -0.54 -0.40 0.263
P -2.24 -0.30 0.13 0.024
C -4.39 -0.07 -0.35 0.609

=====

Entry 14:
22
Properties=species:S:1:pos:R:3:mulliken_charge:R:1 method="wB97M-V/def2-TZVPD" charge=+3 gap_ev="5.5 / 6.6" energy_ev=-44309.8099 multiplicity=3
O -0.23 3.04 1.10 0.032
C 1.03 -1.10 0.32 -0.296
H 2.33 0.94 -1.96 0.383
H 2.08 -0.85 -2.01 0.328
C -1.25 -0.74 2.53 0.481
H 0.93 -1.19 1.41 0.262
C 2.12 -0.11 -0.02 -0.361
H 1.30 -2.11 -0.07 0.395
C 0.31 0.21 -1.38 -0.313
C 1.82 0.09 -1.46 -0.757
O -2.83 -1.30 -2.58 -0.059
O -1.23 -1.39 3.48 0.059
H 1.94 0.85 0.53 0.126
H 0.05 1.25 -1.13 0.375
C -2.40 -0.87 -1.60 0.198
O -3.97 1.28 1.78 0.095
C -0.64 1.97 1.08 0.445
C -2.93 0.89 1.49 0.425
H -0.13 -0.01 -2.37 0.407
V -1.28 0.28 1.03 0.670
H 3.15 -0.46 0.20 0.417
O -0.15 -0.68 -0.35 -0.314

=====

Entry 15:
23
Properties=species:S:1:pos:R:3:mulliken_charge:R:1 method="wB97M-V/def2-TZVPD" de_lowest_kj_mol=130.4 charge=-2 gap_ev="6.0 / 6.5" energy_ev=-31541.7831 multiplicity=1
C 2.12 0.74 1.61 0.213
O 3.53 0.85 3.57 -0.753
C -1.15 1.05 0.23 -0.255
H 1.01 -2.35 1.84 0.248
C -0.26 1.39 1.16 -0.027
O 0.41 1.01 -2.09 -0.709
H 1.51 2.69 1.23 0.310
O -3.21 0.97 1.60 -0.744
H 0.10 -0.82 0.97 0.083
H -0.93 -1.09 -2.74 0.289
H -2.53 -0.74 -1.81 0.452
H -0.52 1.42 2.22 0.391
O -3.35 0.79 -0.63 -0.688
C -1.53 -0.77 -1.84 -0.904
C 3.16 1.38 2.52 0.563
H -1.29 -1.21 -0.87 0.203
C 1.17 1.68 0.90 -0.200
O 3.42 2.60 2.36 -0.774
C 0.98 -1.35 1.32 -0.466
H 1.41 1.57 -0.20 0.185
S -1.05 1.04 -1.59 0.346
C -2.75 0.95 0.45 0.517
O 1.91 -0.54 1.85 -0.279

=====

Entry 16:
31
Properties=species:S:1:pos:R:3:mulliken_charge:R:1 method="wB97M-V/def2-TZVPD" de_lowest_kj_mol=174.9 charge=+4 gap_ev="5.2 / 6.6" energy_ev=-141166.0213 multiplicity=1
C 0.52 -1.51 -3.38 -1.571
Ga 0.21 1.27 0.15 0.091
F 2.65 -0.76 5.18 -0.223
Lu -0.12 -1.48 1.70 1.372
C -1.76 -1.72 3.29 0.377
H 0.61 1.05 -4.28 0.460
O -1.40 1.60 2.96 -0.084
H -1.58 0.87 -1.90 0.125
C 0.87 0.97 -3.21 -1.302
F 1.16 -1.51 3.40 -0.465
H 1.94 0.87 -3.12 0.410
H 0.05 -2.42 -2.95 0.419
O -3.13 -0.40 0.39 -0.083
H 0.20 -1.41 -4.44 0.448
C -2.10 -0.77 0.80 0.417
H -1.84 -0.90 -2.07 0.243
C -1.34 -0.02 -2.52 -0.934
I 4.38 0.69 1.39 0.621
H -1.67 0.14 -3.59 0.493
B 1.37 -0.48 4.82 0.614
O -2.61 -1.67 4.07 -0.033
F 1.25 0.77 4.21 -0.337
C -1.46 2.13 -0.01 0.990
C -0.76 0.75 2.48 0.236
I 3.38 2.94 0.49 0.411
O -2.53 2.58 0.05 -0.029
F 0.40 -0.97 5.66 -0.252
H 0.59 1.92 -2.74 0.320
H 1.62 -1.67 -3.36 0.500
C 0.19 -0.24 -2.57 0.926
S 0.91 -0.61 -0.90 -0.159

=====

Entry 17:
35
Properties=species:S:1:pos:R:3:mulliken_charge:R:1 method="wB97M-V/def2-TZVPD" smiles="NB(O)OC(=O)OC(F)(F)C(F)(F)C(F)(F)C(F)(F)F.COC(=O)OC" gap_ev=10.9 energy_ev=-49401.9356 multiplicity=1
H 3.04 0.02 -2.72 0.311
B 1.78 -1.12 -1.77 0.691
H 5.56 3.01 5.05 0.216
C -3.61 -2.06 -0.34 0.574
F -3.96 0.39 -1.86 -0.210
F -6.13 0.32 -1.80 -0.246
F -5.00 0.79 0.00 -0.248
F -5.80 -1.64 0.28 -0.289
H 2.55 -2.57 -3.02 0.214
H 2.17 0.68 0.42 0.030
C 4.74 3.36 4.44 -0.632
C -4.98 -1.46 -0.77 0.652
O 2.49 0.03 -1.92 -0.593
O -1.69 -0.99 -1.26 -0.282
O -0.46 -0.85 -3.16 -0.533
F -3.86 -3.32 0.03 -0.304
F -3.19 -1.37 0.73 -0.279
F -5.46 -2.16 -1.81 -0.269
C -5.01 0.05 -1.12 0.625
H 5.03 4.25 3.89 0.295
C -2.45 -2.11 -1.40 0.898
O 4.44 2.29 3.54 -0.326
N 2.22 -2.48 -2.06 -0.530
C 2.20 1.61 0.97 -0.439
O 0.51 -0.96 -1.15 -0.376
H 3.02 -2.72 -1.49 0.265
O 3.25 1.48 1.92 -0.281
C -0.50 -0.95 -1.98 0.507
O 2.80 3.57 2.65 -0.541
C 3.43 2.55 2.70 0.764
H 1.25 1.78 1.47 0.307
H 3.88 3.59 5.07 0.297
H 2.40 2.44 0.28 0.316
F -1.71 -3.20 -1.18 -0.302
F -2.96 -2.23 -2.63 -0.285

=====

Entry 18:
22
Properties=species:S:1:pos:R:3:mulliken_charge:R:1 method="wB97M-V/def2-TZVPD" de_lowest_kj_mol=372.6 smiles="CC1=C[C@@]2(C=C1)N=NC=C2B(O)O" gap_ev=8.6 energy_ev=-16192.3496 multiplicity=1
B -2.01 1.53 -0.47 0.606
C 0.56 -0.39 -1.18 -1.337
H 0.38 -0.29 -2.20 0.467
C -2.60 -1.15 -0.61 -0.666
C 1.78 -0.22 -0.72 -0.469
C 0.56 -0.64 1.16 -1.475
H -3.61 -1.43 -1.04 0.427
O -2.41 2.11 -1.63 -0.560
C -0.41 -0.69 -0.02 2.454
C 1.80 -0.48 0.71 0.783
N -0.67 -2.11 -0.18 -0.266
H -2.36 3.08 -1.86 0.299
H -1.45 3.13 0.69 0.286
H 3.29 -1.42 1.77 0.301
C 3.09 -0.42 1.47 -1.148
O -1.72 2.17 0.70 -0.513
N -1.85 -2.35 -0.45 -0.570
H 0.34 -0.95 2.23 0.277
C -1.86 -0.05 -0.34 0.122
H 2.69 0.15 2.35 0.315
H 2.56 0.17 -1.38 0.370
H 3.88 0.27 0.99 0.298

=====

Entry 19:
23
Properties=species:S:1:pos:R:3:mulliken_charge:R:1 method="wB97M-V/def2-TZVPD" de_lowest_kj_mol=0.0 smiles="CN1c2ccccc2[S@](=N)(=O)O[C@H]1Cl" gap_ev=9.2 energy_ev=-38871.7428 multiplicity=1
H 0.83 2.78 -0.02 0.567
H -0.15 2.98 1.25 0.540
H 2.43 1.06 -0.61 0.500
C -0.25 -1.46 -1.64 -0.433
H -0.81 1.47 2.62 0.400
N -1.83 -2.40 1.02 -0.623
C 1.88 -0.34 -1.96 -0.545
S -1.94 -1.08 0.37 1.028
C 0.69 2.42 0.92 -1.426
H 1.18 -1.95 -3.30 0.334
C -0.73 0.65 1.85 -0.203
H -2.63 -2.83 1.54 0.276
C -0.46 -0.68 -0.57 0.260
O -1.92 0.26 1.32 -0.364
H 1.64 2.56 1.53 0.246
Cl -0.01 -0.60 2.85 -0.126
H -0.95 -2.19 -2.04 0.397
C 1.60 0.48 -0.86 -0.443
C 0.45 0.30 -0.21 0.586
H 2.95 -0.32 -2.17 0.301
C 1.00 -1.37 -2.36 -0.755
O -3.16 -0.83 -0.41 -0.633
N 0.17 1.09 0.89 0.121

=====

Entry 20:
28
Properties=species:S:1:pos:R:3:mulliken_charge:R:1 method="wB97M-V/def2-TZVPD" de_lowest_kj_mol=0.0 charge=+1 gap_ev=8.1 energy_ev=-55229.7217 multiplicity=1
N 1.53 3.62 -1.45 -0.189
H 3.64 2.13 -0.84 0.202
Cl -0.49 5.22 -2.24 0.159
H 0.52 -0.12 -0.28 0.508
C -0.40 2.64 -1.50 0.109
O 0.51 -5.09 1.83 -0.569
H -2.21 0.75 -1.48 0.148
C -1.45 -2.15 2.17 -1.036
C 0.85 -3.07 0.68 -0.903
N 0.21 3.79 -1.71 0.151
N 2.74 1.68 -0.74 -0.288
H -1.16 -5.09 3.13 0.361
H -2.31 -1.75 2.69 0.431
O -1.08 -0.11 1.06 -0.591
H 2.62 0.76 -0.31 0.211
C 0.42 -1.81 0.50 0.503
C -0.75 -1.27 1.25 1.007
O -1.65 -4.25 3.18 -0.541
H 2.28 4.29 -1.53 0.241
O 1.03 -0.96 -0.35 -0.619
C -1.03 -3.41 2.35 0.309
S -2.68 2.61 -3.54 -0.321
P -2.18 2.15 -1.71 0.144
H 1.70 -3.47 0.14 0.434
H -2.92 2.85 -0.73 0.159
C 1.65 2.35 -1.08 0.259
N 0.45 1.68 -1.11 -0.245
C 0.16 -3.95 1.62 0.967